Below is a 2-piece molecular cluster, C12H16N2O overall in a non-equilibrium geometry, with properties calculated with ωB97M-V with the def2-TZVPD basis set.

The geometry in ORCA input format:
```
! RIJCOSX wB97M-V def2-TZVPD def2/J DEFGRID3
* xyz 1 2
C -1.59 1.29 2.03
C -1.34 0.43 -0.28
C -1.26 1.51 0.59
C -0.85 0.89 -1.51
C -0.81 2.67 -0.03
C -1.63 -0.92 -0.13
C -0.85 0.09 -2.71
C -1.72 -1.67 -1.28
C -1.20 -1.22 -2.57
N -0.54 2.22 -1.38
H -1.73 -1.36 0.77
H -2.59 1.57 2.22
H -0.92 1.90 2.54
H -0.52 3.62 0.19
H 0.07 2.71 -2.01
H -0.42 0.47 -3.65
H -1.97 -2.65 -1.18
H -1.11 -1.94 -3.38
H -1.42 0.12 2.32
C 1.50 -1.57 1.04
C 2.40 -1.63 -0.16
C 2.03 -0.31 1.85
O 2.64 -0.21 2.93
N 1.55 0.83 1.09
H 0.38 -1.45 0.66
H 1.50 -2.40 1.80
H 3.45 -1.56 0.11
H 2.08 -1.07 -1.00
H 1.58 1.71 1.56
H 1.18 0.58 0.19
H 2.13 -2.64 -0.61
*
```

Calculated values
Frontier orbital gap (spin up / spin down) (eV): 8.67 / 5.05
Energy (a.u.): -651.26568
Energy relative to the best compared isomer or geometry (same formula, charge and spin) (eV): 2.7814


Below is one molecule with the formula C12H16N2O3 in a non-equilibrium geometry, with properties calculated with ωB97M-V with the def2-TZVPD basis set.

The geometry in ORCA input format:
```
! RIJCOSX wB97M-V def2-TZVPD def2/J DEFGRID3
* xyz 0 1
C 0.81 3.24 -0.70
C 1.07 2.10 -1.70
N 2.17 1.24 -1.30
C 2.04 0.07 -0.58
O 3.01 -0.68 -0.43
C 0.64 -0.35 -0.11
N -0.18 -0.65 -1.27
C 0.80 -1.41 1.00
C -0.56 -1.78 1.55
C -1.08 -1.04 2.56
C -2.35 -1.34 3.06
C -3.08 -2.41 2.61
C -2.55 -3.22 1.57
C -1.33 -2.88 1.06
C 1.47 2.75 -3.04
O 2.61 2.72 -3.45
O 0.47 3.32 -3.68
H -0.02 3.87 -1.04
H 0.60 2.84 0.29
H 1.73 3.84 -0.62
H 0.28 1.41 -1.95
H 3.12 1.43 -1.59
H 0.21 0.59 0.27
H 0.28 -1.45 -1.72
H -1.06 -1.03 -0.89
H 1.52 -1.04 1.75
H 1.25 -2.30 0.49
H -0.58 -0.15 2.95
H -2.73 -0.70 3.87
H -4.08 -2.65 2.98
H -3.17 -4.02 1.18
H -0.90 -3.38 0.18
H -0.41 3.07 -3.31
*
```

Calculated values
Frontier orbital gap (eV): 9.74
Energy (a.u.): -802.12298
Energy relative to the best compared isomer or geometry (same formula, charge and spin) (eV): 0.6671


Below is one molecule with the formula C12H16N2O3 in a non-equilibrium geometry, with properties calculated with ωB97M-V with the def2-TZVPD basis set.

The geometry in ORCA input format:
```
! RIJCOSX wB97M-V def2-TZVPD def2/J DEFGRID3
* xyz 0 1
C -2.48 1.59 -0.51
C -1.89 1.76 0.99
N -2.41 3.02 1.64
C -0.34 1.97 1.05
O 0.01 3.13 1.05
N 0.41 0.86 1.06
C -0.10 -0.51 1.22
C 0.88 -1.60 0.63
C 1.12 -1.49 -0.87
C 2.10 -0.62 -1.39
C 2.60 -0.70 -2.67
C 1.82 -1.42 -3.58
C 0.84 -2.24 -3.16
C 0.43 -2.33 -1.80
C 0.04 -0.73 2.71
O -0.87 -0.74 3.52
O 1.33 -0.90 3.20
H -2.41 0.60 -0.80
H -1.94 2.23 -1.27
H -3.54 1.91 -0.49
H -2.26 0.96 1.64
H -3.33 3.35 1.35
H -1.79 3.80 1.66
H 1.36 0.92 1.44
H -1.11 -0.77 0.83
H 1.87 -1.45 1.14
H 0.42 -2.55 0.91
H 2.60 0.03 -0.66
H 3.45 -0.12 -3.04
H 2.07 -1.30 -4.68
H 0.26 -2.78 -3.80
H -0.40 -3.03 -1.49
H 1.28 -0.84 4.16
*
```

Calculated values
Frontier orbital gap (eV): 9.17
Energy (a.u.): -802.07828
Energy relative to the best compared isomer or geometry (same formula, charge and spin) (eV): 1.8834


Below is C12H16N4 as an isolated structure in a non-equilibrium geometry, with properties calculated with ωB97M-V with the def2-TZVPD basis set.

The geometry in ORCA input format:
```
! RIJCOSX wB97M-V def2-TZVPD def2/J DEFGRID3
* xyz 0 1
C 3.61 -1.32 -2.86
C 3.46 0.07 -2.75
N 3.27 1.21 -2.54
H 3.40 -1.45 -3.92
H 2.84 -1.85 -2.29
H 4.59 -1.72 -2.57
C 0.40 -1.09 0.83
C 1.23 -1.59 -0.25
N 1.96 -2.02 -1.04
H 0.16 -0.04 1.00
H 0.84 -1.45 1.75
H -0.58 -1.55 0.66
N 1.48 0.85 -1.64
C 0.20 0.63 -1.94
C -0.53 1.04 -0.85
C 0.27 1.64 0.03
C 1.51 1.60 -0.56
H 2.27 0.57 -2.21
H -0.17 0.18 -2.85
H -1.60 1.10 -0.73
H -0.09 2.08 0.95
H 2.46 1.72 -0.08
N -3.15 -0.94 2.08
C -1.99 -0.27 2.24
C -2.36 0.99 2.64
C -3.75 1.09 2.73
C -4.18 -0.10 2.32
H -3.33 -1.89 1.79
H -1.07 -0.84 2.17
H -1.75 1.88 2.76
H -4.24 2.01 3.02
H -5.15 -0.52 2.11
*
```

Calculated values
Frontier orbital gap (eV): 8.34
Energy (a.u.): -685.62006
Energy relative to the best compared isomer or geometry (same formula, charge and spin) (eV): 8.2086


Below is C12H16N4O3 as an isolated structure in a non-equilibrium geometry, with properties calculated with ωB97M-V with the def2-TZVPD basis set.

The geometry in ORCA input format:
```
! RIJCOSX wB97M-V def2-TZVPD def2/J DEFGRID3
* xyz 0 1
O -3.39 -1.65 -0.38
C -2.14 -1.79 -0.12
O -1.25 -2.32 -0.91
H -0.41 -2.26 -0.65
C -1.77 -1.42 1.06
H -2.25 -2.00 2.02
H -0.79 -1.42 1.44
C -2.30 0.21 1.37
C -1.21 1.22 1.24
O -0.49 1.53 2.29
N -0.94 1.88 0.11
C -1.50 1.30 -1.27
H -2.24 0.39 -1.14
H -1.67 2.16 -1.72
C -0.28 0.40 -2.05
N 0.92 0.61 -1.13
C 1.64 -0.43 -0.43
N 1.07 -1.57 -0.32
C 1.91 -2.30 0.23
C 2.96 -2.04 1.06
C 3.35 -0.77 0.74
N 2.60 0.23 0.30
H 4.28 -0.28 1.38
H 3.48 -2.77 1.67
H 1.39 -3.23 0.09
C 1.34 2.07 -1.07
H 1.18 2.36 -2.04
C 0.26 2.77 -0.09
H 0.58 2.70 1.04
H -0.13 3.53 -0.34
H 2.28 2.27 -0.73
H -0.22 0.76 -3.07
H -0.45 -0.61 -1.94
H -2.62 0.14 2.51
H -3.18 0.35 0.87
*
```

Calculated values
Frontier orbital gap (eV): 9.11
Energy (a.u.): -911.31272
Energy relative to the best compared isomer or geometry (same formula, charge and spin) (eV): 6.7622


Below is one molecule with the formula C12H16N6OS, with properties calculated with ωB97M-V with the def2-TZVPD basis set.

The geometry in ORCA input format:
```
! RIJCOSX wB97M-V def2-TZVPD def2/J DEFGRID3
* xyz 0 1
C -2.21 -2.02 -1.28
C -1.44 -3.10 -0.53
C 0.01 -2.69 -0.24
C 0.11 -1.74 0.97
C 1.43 -1.09 0.99
N 1.70 0.06 0.41
C 3.04 0.22 0.57
S 3.85 1.57 -0.11
C 2.38 2.38 -0.83
C 1.55 1.39 -1.62
O 2.00 0.65 -2.45
N 0.17 1.43 -1.44
C -0.60 1.92 -0.42
N -0.18 2.92 0.35
C -0.99 3.34 1.30
C -2.25 2.80 1.49
C -2.61 1.78 0.62
N -1.80 1.34 -0.32
N 3.60 -0.77 1.25
N 2.57 -1.59 1.50
H -2.20 -1.07 -0.74
H -3.24 -2.32 -1.43
H -1.76 -1.85 -2.26
H -1.94 -3.33 0.41
H -1.43 -4.01 -1.14
H 0.42 -2.19 -1.11
H 0.61 -3.57 -0.04
H -0.05 -2.30 1.90
H -0.65 -0.96 0.89
H 2.77 3.14 -1.51
H 1.80 2.84 -0.04
H -0.31 0.71 -1.97
H -0.61 4.14 1.92
H -2.91 3.15 2.27
H -3.57 1.28 0.68
H 2.73 -2.45 2.01
*
```

Calculated values
Frontier orbital gap (eV): 8.80
Energy (a.u.): -1268.86934
Energy relative to the best compared isomer or geometry (same formula, charge and spin) (eV): 0.1766


Below is one molecule with the formula C12H16O in a non-equilibrium geometry, with properties calculated with ωB97M-V with the def2-TZVPD basis set.

The geometry in ORCA input format:
```
! RIJCOSX wB97M-V def2-TZVPD def2/J DEFGRID3
* xyz 0 1
C 2.00 0.78 0.95
C 0.99 0.62 -0.23
C 0.83 2.03 -0.87
C 1.41 -0.36 -1.23
C 1.26 -1.74 -0.46
C 0.15 -1.41 0.61
C -0.31 0.05 0.28
C -1.19 0.65 1.38
C -2.38 0.65 0.41
C -3.26 -0.63 0.34
C -2.59 -1.19 -0.65
C -1.54 -0.04 -0.79
O -2.13 1.23 -0.74
H 1.67 0.40 1.93
H 2.19 1.84 0.96
H 2.97 0.07 0.74
H 0.92 2.75 -0.04
H -0.13 2.25 -1.36
H 1.78 2.26 -1.51
H 2.49 -0.40 -1.68
H 0.69 -0.45 -2.14
H 2.23 -1.72 0.02
H 1.00 -2.63 -1.19
H -0.60 -2.21 0.43
H 0.81 -1.64 1.52
H -1.04 1.56 1.74
H -1.37 -0.10 2.16
H -4.27 -0.61 0.82
H -2.59 -1.99 -1.42
*
```

Calculated values
Frontier orbital gap (eV): 9.09
Energy (a.u.): -541.82139
Energy relative to the best compared isomer or geometry (same formula, charge and spin) (eV): 7.4358


Below is one molecule with the formula C12H16O4S in a non-equilibrium geometry, with properties calculated with ωB97M-V with the def2-TZVPD basis set.

The geometry in ORCA input format:
```
! RIJCOSX wB97M-V def2-TZVPD def2/J DEFGRID3
* xyz 0 1
C -0.05 -2.63 4.30
C -0.53 -1.23 4.52
S -1.53 -0.58 3.12
O -2.71 -1.44 2.95
O -1.90 0.82 3.38
O -0.41 -0.73 1.88
C -0.71 -0.11 0.69
C -1.93 0.38 0.29
C -2.13 0.95 -0.98
C -1.06 1.05 -1.86
C 0.18 0.60 -1.50
C 0.37 0.00 -0.25
C 1.15 0.84 -2.62
C 1.46 -0.50 -3.29
C 2.37 1.60 -2.10
C 0.30 1.75 -3.56
O -1.07 1.72 -3.04
H 0.36 -3.05 5.21
H 0.72 -2.72 3.54
H -0.93 -3.24 3.99
H -1.19 -1.22 5.42
H 0.32 -0.58 4.63
H -2.82 0.36 0.96
H -3.12 1.31 -1.26
H 1.35 -0.38 -0.01
H 2.17 -0.38 -4.15
H 1.89 -1.19 -2.58
H 0.55 -0.99 -3.65
H 2.07 2.49 -1.51
H 2.92 1.94 -2.97
H 2.98 0.99 -1.47
H 0.62 2.79 -3.49
H 0.32 1.41 -4.59
*
```

Calculated values
Frontier orbital gap (eV): 8.84
Energy (a.u.): -1165.97261
Energy relative to the best compared isomer or geometry (same formula, charge and spin) (eV): 0.0000


Below is one molecule with the formula C12H16Si in a non-equilibrium geometry, with properties calculated with ωB97M-V with the def2-TZVPD basis set.

The geometry in ORCA input format:
```
! RIJCOSX wB97M-V def2-TZVPD def2/J DEFGRID3
* xyz 0 1
C 3.91 -0.66 1.05
C 2.98 -1.04 0.22
C 1.50 -1.23 0.24
Si 0.50 0.29 -0.42
C 0.83 0.29 -2.36
C 0.95 1.90 0.33
C 1.27 2.07 1.62
C -1.35 -0.06 -0.11
C -2.32 0.92 -0.36
C -3.64 0.67 -0.20
C -4.03 -0.61 0.17
C -3.12 -1.58 0.47
C -1.76 -1.35 0.40
H 4.85 -0.28 0.73
H 3.74 -0.47 2.11
H 3.28 -1.18 -0.93
H 1.03 -1.39 1.20
H 1.36 -2.18 -0.29
H 1.85 0.36 -2.59
H 0.49 -0.53 -2.85
H 0.17 1.15 -2.85
H 0.87 2.71 -0.34
H 1.42 3.01 2.08
H 1.33 1.25 2.30
H -2.07 1.91 -0.78
H -4.31 1.37 -0.66
H -5.00 -0.90 0.34
H -3.67 -2.51 0.73
H -1.05 -1.95 0.73
*
```

Calculated values
Frontier orbital gap (eV): 9.95
Energy (a.u.): -756.25937
Energy relative to the best compared isomer or geometry (same formula, charge and spin) (eV): 3.0551


Below is C12H17AuBrN6S as an isolated structure in a non-equilibrium geometry, with properties calculated with ωB97M-V with the def2-TZVPD basis set.

The geometry in ORCA input format:
```
! RIJCOSX wB97M-V def2-TZVPD def2/J DEFGRID3
* xyz 1 1
Au -0.28 -0.78 -0.27
C 2.15 4.13 1.28
C 1.00 3.21 1.57
C 0.04 3.49 2.53
C -1.01 2.62 2.75
C -1.06 1.47 1.98
Br -2.50 0.27 2.22
N -0.15 1.16 1.07
C 0.86 2.01 0.88
H 2.11 5.02 1.90
H 2.13 4.45 0.23
H 3.11 3.64 1.45
H 0.10 4.41 3.11
H -1.77 2.82 3.49
H 1.58 1.72 0.13
N -5.42 -3.03 -0.46
C -4.10 -3.26 -0.22
C -3.16 -2.22 -0.28
N -1.87 -2.45 -0.07
C -1.50 -3.71 0.21
C -2.44 -4.71 0.28
N -3.73 -4.50 0.06
H -5.78 -2.12 -0.65
H -6.06 -3.81 -0.38
H -3.45 -1.20 -0.49
H -0.44 -3.89 0.36
H -2.15 -5.73 0.51
C 1.13 -1.12 -1.89
H 0.96 -2.11 -2.30
H 0.97 -0.37 -2.66
N 3.13 1.11 -2.85
C 3.50 0.40 -1.78
N 4.74 0.63 -1.29
S 2.86 -1.12 -1.38
H 3.80 1.51 -3.47
H 2.18 1.05 -3.17
H 5.48 0.95 -1.90
H 5.04 0.06 -0.51
*
```

Calculated values
Frontier orbital gap (eV): 6.96
Energy (a.u.): -3903.66000
Energy relative to the best compared isomer or geometry (same formula, charge and spin) (eV): 0.0000


Below is C12H17BMgN6O2 as an isolated structure in a non-equilibrium geometry, with properties calculated with ωB97M-V with the def2-TZVPD basis set.

The geometry in ORCA input format:
```
! RIJCOSX wB97M-V def2-TZVPD def2/J DEFGRID3
* xyz 0 1
H 1.00 3.11 0.29
N 0.61 1.61 -1.15
B 0.18 0.36 -3.37
N 0.58 1.61 -2.54
C 0.91 2.82 -3.00
Mg -0.07 -0.11 -0.08
H 0.93 2.98 -4.07
C 1.14 3.65 -1.91
H 1.41 4.70 -1.95
C 0.94 2.85 -0.76
H 0.27 0.54 -4.53
C -0.54 -1.74 1.24
H -0.50 -1.52 2.31
H 0.18 -2.53 1.01
H -1.55 -2.06 0.93
N -1.26 -0.01 -2.94
N 1.11 -0.77 -2.87
N -1.53 -0.19 -1.60
N 1.16 -1.05 -1.52
C -2.38 -0.22 -3.65
C 2.00 -1.52 -3.53
H -2.37 -0.14 -4.74
H 2.08 -1.43 -4.60
C -3.41 -0.54 -2.77
C 2.66 -2.33 -2.60
C -2.82 -0.51 -1.48
C 2.11 -1.98 -1.34
H -4.43 -0.77 -3.00
H 3.42 -3.05 -2.79
H -3.24 -0.69 -0.50
H 2.35 -2.32 -0.34
H -0.81 0.52 1.34
C 0.52 1.50 3.18
O 1.80 1.08 2.56
C 1.65 0.52 1.35
O 2.54 0.16 0.63
H 0.78 1.88 4.18
H -0.18 0.66 3.22
H 0.06 2.29 2.56
*
```

Calculated values
Frontier orbital gap (spin up / spin down) (eV): 7.10 / 7.30
Energy (a.u.): -1171.38681
Energy relative to the best compared isomer or geometry (same formula, charge and spin) (eV): 6.5678


Below is C12H17BrClNO2 as an isolated structure in a non-equilibrium geometry, with properties calculated with ωB97M-V with the def2-TZVPD basis set.

The geometry in ORCA input format:
```
! RIJCOSX wB97M-V def2-TZVPD def2/J DEFGRID3
* xyz 0 1
C 3.23 -0.30 1.84
C 2.72 0.11 0.46
C 3.45 -0.34 -0.59
C 3.14 0.18 -1.98
C 2.04 1.03 -2.30
C 1.48 1.55 -1.01
C 1.84 1.19 0.27
O 1.18 1.21 1.44
C -0.19 1.08 1.61
C -0.78 -0.20 1.19
N -2.05 -0.41 1.58
H -2.31 -1.42 1.57
C -3.09 0.24 0.20
C -2.96 -0.46 -0.90
C -3.13 -2.06 -0.97
H -3.13 -2.26 -1.88
H -2.30 -2.26 -0.52
H -3.97 -2.12 -0.33
O -1.86 -0.29 -1.62
H -1.66 0.84 -1.78
H -3.80 -0.12 -1.63
H -2.56 1.38 0.38
H -3.98 0.20 0.88
H -0.13 -0.85 1.94
H -0.42 -0.69 0.19
H -0.87 1.93 1.19
H -0.45 1.39 2.58
Br 0.09 2.65 -1.11
H 1.94 1.56 -3.05
Cl 4.04 -0.23 -3.34
H 4.43 -1.04 -0.54
H 2.42 -0.90 2.20
H 4.04 -1.12 1.77
H 3.60 0.51 2.26
*
```

Calculated values
Frontier orbital gap (eV): 8.80
Energy (a.u.): -3706.52739


Below is C12H17CaIN2 as an isolated structure in a non-equilibrium geometry, with properties calculated with ωB97M-V with the def2-TZVPD basis set.

The geometry in ORCA input format:
```
! RIJCOSX wB97M-V def2-TZVPD def2/J DEFGRID3
* xyz 0 1
C 0.66 -1.69 -0.95
C 1.70 0.86 -0.76
H 1.13 -2.31 -0.19
H 1.36 -1.46 -1.75
H -0.23 -2.18 -1.38
H 1.81 1.82 -0.24
H 2.54 0.23 -0.51
H 1.61 1.01 -1.84
Ca 0.00 0.00 0.00
C -0.94 0.48 -1.78
H -0.79 1.55 -1.95
H -2.01 0.26 -1.66
H -0.52 -0.09 -2.61
I 1.27 -0.57 2.41
N -1.90 -0.99 0.88
C -2.55 -0.07 1.75
C -3.66 -0.50 2.49
C -4.32 0.38 3.35
C -3.88 1.69 3.49
C -2.77 2.15 2.77
C -2.31 3.47 2.90
C -1.19 3.89 2.18
C -0.53 3.00 1.34
N -0.99 1.72 1.22
C -2.09 1.27 1.90
H -1.71 -1.91 1.30
H -2.51 -1.28 0.10
H -4.02 -1.52 2.39
H -5.18 0.03 3.92
H -4.41 2.36 4.17
H -2.81 4.16 3.57
H -0.83 4.91 2.29
H 0.35 3.31 0.80
*
```

Calculated values
Frontier orbital gap (eV): 4.84
Energy (a.u.): -1551.97925
Energy relative to the best compared isomer or geometry (same formula, charge and spin) (eV): 10.0226


Below is C12H17Cl3F3N4O3Tl as an isolated structure in a non-equilibrium geometry, with properties calculated with ωB97M-V with the def2-TZVPD basis set.

The geometry in ORCA input format:
```
! RIJCOSX wB97M-V def2-TZVPD def2/J DEFGRID3
* xyz 2 1
C 1.37 3.00 -1.59
C 0.69 3.01 -0.21
Cl -0.46 4.29 0.08
C 0.98 2.05 0.81
Cl 0.15 2.24 2.33
N 1.96 1.06 0.49
Cl 3.19 1.16 1.70
C 1.33 -0.27 0.37
C 0.67 -0.86 1.66
C -0.89 -0.71 1.72
C -1.56 -1.99 1.09
C -2.87 -1.69 0.29
N -3.78 -0.73 0.96
C -3.77 0.51 0.23
N -4.29 0.54 -0.95
N -3.22 1.68 0.81
C 2.48 -1.29 0.01
O 3.40 -0.70 -0.97
C 3.98 -1.63 -1.73
F 4.43 -2.70 -1.05
F 3.11 -2.14 -2.76
F 5.06 -1.12 -2.37
C 0.39 -0.26 -0.88
O 0.62 -0.94 -1.87
O -0.65 0.55 -0.94
H 2.29 2.38 -1.60
H 1.69 4.04 -1.87
H 0.67 2.61 -2.37
H 1.09 -0.47 2.62
H 0.90 -1.96 1.67
H -1.28 0.25 1.31
H -1.17 -0.72 2.80
H -1.86 -2.66 1.95
H -0.84 -2.59 0.49
H -2.62 -1.34 -0.74
H -3.42 -2.66 0.16
H -4.72 -1.11 0.85
H -4.23 1.48 -1.36
H -3.27 1.62 1.84
H -3.73 2.50 0.48
H 2.06 -2.27 -0.33
H 3.10 -1.54 0.90
Tl 2.98 -0.63 -4.02
*
```

Calculated values
Frontier orbital gap (eV): 3.45
Energy (a.u.): -2763.98459